1.
Computed, not measured: a cluster of 2 separate species, C3H4N2O3 in total in a non-equilibrium geometry, with ωB97M-V with the def2-TZVPD basis set.

Last column: Löwdin charge in e.
Element x y z (Å)
N (-1.0314, -0.5494, 3.5022)  0.188
C (-0.9180, -1.0238, 2.4655)  -0.269
N (-0.8147, -1.6957, 1.3239)  -0.213
O (0.4472, -1.5924, 0.7153)  0.023
O (-1.8568, -1.5662, 0.4239)  0.040
H (0.7258, -2.4943, 0.4842)  0.121
H (-1.9976, -0.6356, 0.1662)  0.107
C (0.4096, 1.4889, -0.5395)  0.008
C (-0.4165, 1.7857, 0.4037)  -0.296
O (-1.1973, 2.0355, 1.2309)  0.160
H (1.3765, 1.0856, -0.3200)  0.064
H (0.1496, 1.6652, -1.5652)  0.066

## Properties
F_max = 1.79 eV/A
HOMO level = -9.680 eV
2S+1 = 1
Energy relative to the best compared isomer or geometry (same formula, charge and spin) = 134.29 kcal per mole
Charge = 0
Total energy = -12293.172 eV
SMILES = N#CN(O)O.C=C=O

2.
Computed, not measured: a cluster of 2 separate species, C3H6NO2 in total in a non-equilibrium geometry, with ωB97M-V with the def2-TZVPD basis set.

Last column: Löwdin charge in e.
Element x y z (Å)
C (-1.7851, -1.1608, -0.8418)  -0.211
C (0.5146, -0.8557, -0.4181)  -0.044
N (-0.4848, -1.6669, -0.5315)  -0.130
H (-1.7621, -0.5097, -1.7917)  0.084
H (-2.4269, -2.0277, -1.1851)  0.060
H (-2.1898, -0.6033, 0.0504)  0.082
H (1.4567, -1.2731, -0.6592)  0.046
H (0.5148, 0.1636, 0.0211)  0.050
O (2.5820, 2.5914, 1.2625)  -0.105
C (1.5709, 1.9517, 1.4306)  -0.793
O (1.2798, 0.8546, 1.8986)  -0.133
H (0.7302, 2.5360, 0.7642)  0.094

## Properties
F_max = 3.95 eV/A
HOMO level = -3.759 eV
2S+1 = 1
Energy relative to the best compared isomer or geometry (same formula, charge and spin) = 55.84 kcal per mole
Charge = -1
Total energy = -8792.795 eV

3.
Computed, not measured: a cluster of 6 separate species, C43H48ClF7N3O4S in total in a non-equilibrium geometry, with ωB97M-V with the def2-TZVPD basis set.

Last column: Löwdin charge in e.
Element x y z (Å)
C (3.2771, 5.8868, 6.3891)  -0.102
C (1.7984, 6.0909, 6.7350)  -0.214
C (0.8739, 5.0072, 6.1875)  -0.213
O (0.4017, 5.3191, 4.8753)  -0.127
C (0.9426, 4.5478, 3.8346)  -0.178
C (0.2691, 3.1708, 3.7956)  -0.265
C (-1.2412, 3.3231, 3.7254)  -0.076
C (-2.0074, 2.1142, 3.2036)  -0.292
S (-2.5242, 0.8169, 4.3741)  0.790
O (-2.9805, 1.4172, 5.5863)  -0.233
O (-3.3811, -0.0191, 3.5790)  -0.248
C (-1.1152, -0.3756, 4.7613)  -0.417
F (-0.4271, -0.5811, 3.6079)  0.083
F (-1.7734, -1.4922, 5.0919)  0.135
C (-0.0822, -0.0530, 5.9036)  -0.334
F (-0.4966, 0.9768, 6.6608)  0.156
F (1.1039, 0.2921, 5.3183)  0.125
C (0.2252, -1.2645, 6.8296)  -0.569
F (1.2107, -0.9091, 7.6423)  0.206
F (-0.8409, -1.5871, 7.5458)  0.208
F (0.6112, -2.3054, 6.0938)  0.197
N (-1.3992, 1.5615, 1.9918)  0.120
C (-0.1077, 1.9509, 1.7147)  -0.272
N (0.2623, 1.9191, 0.4627)  0.169
C (1.6129, 2.2098, -0.0200)  -0.112
C (1.8473, 3.7107, -0.0443)  -0.814
O (1.1536, 4.4774, -0.6407)  0.070
Cl (3.2757, 4.2379, 0.8251)  0.738
N (0.8109, 2.3675, 2.6688)  0.145
H (3.5446, 4.8262, 6.4376)  0.070
H (3.9189, 6.3994, 7.1072)  0.074
H (3.5205, 6.2457, 5.3875)  0.071
H (1.6965, 6.0553, 7.8242)  0.113
H (1.4515, 7.0581, 6.3698)  0.117
H (1.4116, 4.0505, 6.2006)  0.114
H (0.0023, 4.8909, 6.8375)  0.127
H (0.7260, 5.0767, 2.8997)  0.135
H (2.0280, 4.4298, 3.9410)  0.127
H (0.5316, 2.6671, 4.7170)  0.124
H (-1.4655, 4.1283, 3.0118)  0.150
H (-1.6511, 3.6591, 4.6777)  0.142
H (-3.0053, 2.4687, 2.9188)  0.154
H (-1.5627, 0.5677, 1.8484)  0.143
H (-0.4265, 1.6500, -0.2308)  0.186
H (2.3683, 1.6743, 0.5493)  0.119
H (1.6636, 1.8643, -1.0561)  0.144
H (1.3036, 1.5474, 3.0160)  0.157
C (-0.5575, -3.0365, 1.6302)  -0.090
C (0.0495, -2.0875, 0.8189)  -0.117
C (0.4058, -2.4023, -0.4837)  -0.110
C (0.1442, -3.6704, -0.9819)  -0.102
C (-0.4576, -4.6246, -0.1721)  -0.081
C (-0.8001, -4.3107, 1.1367)  -0.074
H (-0.8335, -2.7910, 2.6457)  0.087
H (0.2475, -1.0898, 1.2008)  0.067
H (0.8839, -1.6626, -1.1140)  0.100
H (0.4119, -3.9184, -2.0008)  0.112
H (-0.6592, -5.6133, -0.5627)  0.112
H (-1.2683, -5.0546, 1.7673)  0.111
C (2.0699, -7.8044, -0.6441)  -0.101
C (2.4203, -6.7125, -1.4261)  -0.109
C (2.8909, -6.9044, -2.7178)  -0.097
C (3.0062, -8.1894, -3.2295)  -0.093
C (2.6539, -9.2812, -2.4483)  -0.091
C (2.1876, -9.0893, -1.1552)  -0.093
H (1.7057, -7.6539, 0.3645)  0.099
H (2.3270, -5.7103, -1.0265)  0.085
H (3.1689, -6.0532, -3.3263)  0.099
H (3.3712, -8.3404, -4.2368)  0.102
H (2.7435, -10.2828, -2.8476)  0.103
H (1.9171, -9.9416, -0.5456)  0.102
C (4.0122, 3.1655, -4.0790)  -0.088
C (3.0248, 3.7018, -3.2621)  -0.106
C (1.7128, 3.7835, -3.7168)  -0.102
C (1.3922, 3.3333, -4.9916)  -0.087
C (2.3806, 2.8014, -5.8069)  -0.085
C (3.6888, 2.7181, -5.3513)  -0.087
H (5.0339, 3.1038, -3.7275)  0.104
H (3.2825, 4.0633, -2.2747)  0.075
H (0.9423, 4.2081, -3.0868)  0.087
H (0.3729, 3.3989, -5.3487)  0.104
H (2.1323, 2.4521, -6.8003)  0.106
H (4.4585, 2.3072, -5.9910)  0.105
C (-4.2938, -1.7289, -0.6780)  -0.087
C (-3.0056, -2.0273, -1.1026)  -0.089
C (-2.5477, -1.5378, -2.3200)  -0.093
C (-3.3738, -0.7407, -3.1016)  -0.100
C (-4.6594, -0.4393, -2.6730)  -0.092
C (-5.1212, -0.9366, -1.4625)  -0.091
H (-4.6535, -2.1148, 0.2675)  0.103
H (-2.3634, -2.6417, -0.4880)  0.070
H (-1.5476, -1.7767, -2.6595)  0.090
H (-3.0159, -0.3591, -4.0496)  0.089
H (-5.3028, 0.1792, -3.2855)  0.104
H (-6.1260, -0.7089, -1.1313)  0.104
C (-2.8779, 0.0998, -8.8884)  -0.094
C (-1.7279, -0.6771, -8.9139)  -0.095
C (-1.4983, -1.6117, -7.9137)  -0.097
C (-2.4215, -1.7724, -6.8897)  -0.102
C (-3.5722, -0.9965, -6.8658)  -0.109
C (-3.8001, -0.0587, -7.8633)  -0.093
H (-3.0566, 0.8273, -9.6693)  0.102
H (-1.0117, -0.5564, -9.7161)  0.101
H (-0.6018, -2.2178, -7.9350)  0.100
H (-2.2478, -2.5057, -6.1118)  0.099
H (-4.2947, -1.1271, -6.0699)  0.092
H (-4.6970, 0.5467, -7.8434)  0.101

## Properties
F_max = 1.10 eV/A
HOMO level = -10.844 eV
2S+1 = 1
Charge = +1
Total energy = -100402.217 eV

4.
Computed, not measured: a cluster of 2 separate species, C4H8N2O in total in a non-equilibrium geometry, with ωB97M-V with the def2-TZVPD basis set.

Last column: Löwdin charge in e.
Element x y z (Å)
C (0.3174, 1.7274, 0.3602)  -0.112
C (-0.7604, 1.1208, -0.4919)  -0.287
N (-0.5868, -0.2864, -0.7622)  0.002
N (-1.3294, -1.0318, -0.0542)  -0.208
O (-2.1687, -0.6407, 0.7493)  -0.054
H (0.5442, 0.9538, 1.1356)  0.078
H (1.2658, 1.9774, -0.1808)  0.086
H (-0.0349, 2.5100, 1.0340)  0.072
H (-1.7406, 1.2321, 0.0178)  0.104
H (-0.7728, 1.8104, -1.3702)  0.120
H (-1.3013, -2.1129, -0.2739)  0.217
C (1.6419, -2.1952, 0.4283)  0.042
C (1.5790, -1.5635, -0.5980)  -0.004
H (1.7452, -2.7124, 1.2387)  -0.043
H (1.6013, -0.7891, -1.2326)  -0.015

## Properties
F_max = 5.89 eV/A
HOMO level = -9.524 eV
2S+1 = 1
Energy relative to the best compared isomer or geometry (same formula, charge and spin) = 162.39 kcal per mole
Charge = 0
Total energy = -9299.351 eV
SMILES = CC/N=[NH+]\[O-].C#C

5.
Computed, not measured: a structure of composition C36H41GeN2PdSeSi in a non-equilibrium geometry, with ωB97M-V with the def2-TZVPD basis set.

Last column: Löwdin charge in e.
Element x y z (Å)
Pd (-0.8203, 0.1094, -0.7003)  0.543
C (-2.8657, 3.3721, -2.5330)  -0.063
C (-1.5134, 3.6605, -3.2765)  -0.185
C (-0.4427, 4.0476, -2.2878)  -0.212
C (-0.3046, 5.4234, -2.1499)  -0.030
C (0.6069, 5.8914, -1.2015)  -0.074
C (1.2707, 5.0578, -0.3310)  -0.057
C (1.0816, 3.6839, -0.4398)  -0.140
C (1.7642, 2.8039, 0.5901)  -0.200
C (1.1966, 2.9601, 1.9992)  -0.065
C (0.2793, 3.1734, -1.5126)  -0.160
N (0.1783, 1.7632, -1.7939)  0.005
C (0.4343, 1.4124, -3.0205)  -0.065
C (0.1833, 0.0434, -3.4435)  -0.333
C (0.4942, -0.6593, -4.6382)  -0.029
C (0.1241, -1.9882, -4.3614)  -0.098
C (-0.2537, -2.0144, -3.0303)  -0.180
N (-0.2807, -0.7823, -2.5082)  -0.089
H (-3.6664, 3.3200, -3.2668)  0.073
H (-3.1121, 4.2453, -1.9342)  0.072
H (-2.7381, 2.5475, -1.8570)  -0.007
H (-1.5557, 4.4813, -4.0330)  0.118
H (-1.2316, 2.7533, -3.8176)  0.084
H (-0.8862, 5.9870, -2.8273)  0.097
H (0.8040, 6.9686, -1.0638)  0.110
H (1.9772, 5.4929, 0.3320)  0.108
H (2.7586, 3.1802, 0.5058)  0.106
H (1.7491, 1.7778, 0.2902)  0.050
H (1.1541, 4.0103, 2.3111)  0.078
H (1.6888, 2.3655, 2.7107)  0.035
H (0.1320, 2.6219, 2.0329)  0.082
H (0.8736, 2.1035, -3.6784)  0.128
H (1.0478, -0.3516, -5.5398)  0.107
H (0.1958, -2.8429, -5.0817)  0.110
H (-0.5346, -2.8936, -2.4994)  0.089
C (-2.4620, 0.7113, 2.8973)  -0.217
Si (-3.6356, -0.1313, 1.7357)  0.129
C (-5.3111, 0.7021, 1.9827)  -0.230
C (-3.7200, -1.9261, 2.2764)  -0.226
Se (-3.2854, -0.0182, -0.5549)  0.366
H (-2.8572, 0.4817, 3.9410)  0.066
H (-2.3187, 1.7888, 2.8382)  0.029
H (-1.5080, 0.1989, 2.9481)  -0.007
H (-5.8613, 0.8609, 1.0655)  0.009
H (-5.1075, 1.6574, 2.4362)  0.016
H (-6.0221, 0.2276, 2.6746)  0.037
H (-3.8330, -1.9209, 3.4026)  0.053
H (-2.7346, -2.4246, 2.1427)  0.006
H (-4.5400, -2.4843, 1.8239)  0.032
C (-1.0273, -5.9061, 0.6392)  -0.123
C (0.3111, -5.6772, 0.9049)  -0.087
C (0.9028, -4.3986, 0.7908)  -0.100
C (0.0556, -3.3476, 0.3365)  -0.297
C (-1.3057, -3.5921, 0.0626)  -0.136
C (-1.7983, -4.8915, 0.2176)  -0.111
Ge (0.8574, -1.4753, 0.4025)  0.989
C (2.5171, -1.3674, -0.6238)  -0.316
C (3.4545, -0.3617, -0.6942)  -0.107
C (4.5117, -0.3948, -1.6320)  -0.076
C (4.6455, -1.4439, -2.4833)  -0.094
C (3.8090, -2.5600, -2.3392)  -0.048
C (2.7244, -2.5077, -1.4195)  -0.106
C (1.2515, -1.1676, 2.2967)  -0.297
C (2.3491, -0.4431, 2.7471)  -0.127
C (2.6356, -0.2932, 4.0991)  -0.099
C (1.8493, -0.9270, 5.0199)  -0.090
C (0.7159, -1.5734, 4.5698)  -0.117
C (0.3555, -1.6727, 3.2949)  -0.129
H (-1.4821, -6.8945, 0.8266)  0.116
H (1.0003, -6.5211, 1.1563)  0.113
H (1.9553, -4.2193, 1.0180)  0.106
H (-1.9769, -2.7929, -0.1416)  0.034
H (-2.8390, -5.1222, -0.1058)  0.122
H (3.3597, 0.4832, -0.0808)  0.051
H (5.1189, 0.4787, -1.7176)  0.096
H (5.3337, -1.5163, -3.2823)  0.092
H (4.0043, -3.4401, -2.8731)  0.082
H (1.9878, -3.3122, -1.3643)  0.078
H (2.9776, 0.0132, 1.9631)  0.089
H (3.4798, 0.3890, 4.4072)  0.125
H (2.1539, -0.8979, 6.0563)  0.105
H (0.0562, -1.9140, 5.3486)  0.107
H (-0.5363, -2.1811, 3.0452)  0.081

## Properties
F_max = 3.18 eV/A
HOMO level (alpha / beta) = -7.126 / -7.717 eV
2S+1 = 4
Energy relative to the best compared isomer or geometry (same formula, charge and spin) = 0.00 kcal per mole
<S²> = 3.764
Charge = 0
Total energy = -174195.468 eV

6.
Computed, not measured: a cluster of 8 separate species, C6H27NO7 in total in a non-equilibrium geometry, with ωB97M-V with the def2-TZVPD basis set.

Last column: Löwdin charge in e.
Element x y z (Å)
C (-1.3653, -1.3911, 1.9685)  -0.119
C (-1.5460, -1.6660, 0.5092)  -0.165
C (-0.0492, -1.4276, -0.2525)  -0.112
N (1.2330, 0.2413, -2.4441)  0.239
C (0.8907, 0.7530, -1.2528)  -0.370
C (0.4053, 0.0006, -0.3072)  -0.010
C (1.2941, 2.1667, -1.0680)  0.001
H (-0.3812, -1.9418, 2.3781)  0.118
H (-1.2513, -0.2478, 2.2232)  0.079
H (-2.3098, -1.6729, 2.5038)  0.091
H (-1.7606, -2.6826, 0.3073)  0.102
H (-2.1917, -0.9129, -0.0694)  0.083
H (-0.1417, -1.8258, -1.2161)  0.065
H (0.5916, -2.1207, 0.3267)  0.115
H (1.8835, 0.8202, -3.2023)  0.251
H (0.7159, -0.5621, -2.6686)  0.073
H (-0.0360, 0.3852, 0.6866)  0.124
H (1.9017, 2.7254, -1.7823)  0.094
H (1.8138, 2.4240, -0.1730)  0.085
H (0.3317, 2.8435, -1.1059)  0.136
H (1.7065, -0.0050, 2.3052)  -0.144
H (2.3533, 1.0208, 3.3007)  0.078
O (1.6544, 0.7184, 2.7164)  0.047
H (-1.9614, 2.9828, -0.3436)  0.076
H (-1.4157, 1.5203, -0.2623)  0.067
O (-2.3074, 2.0746, -0.2887)  -0.084
H (-3.4680, -0.0551, -0.6287)  0.083
H (-2.7964, 0.9609, -1.4183)  0.020
O (-3.3102, 0.1220, -1.6133)  -0.107
H (4.3984, -1.0436, -0.3695)  0.116
H (3.0573, -0.8750, -1.0112)  -0.061
O (3.4205, -1.0723, -0.2492)  0.035
H (2.3323, -1.4695, 1.1423)  -0.051
H (2.2766, -2.7520, 1.8811)  0.076
O (1.9880, -1.8466, 1.9086)  -0.034
H (-1.7907, -0.4732, -3.7169)  0.038
H (-2.0244, -0.7815, -2.2823)  0.022
O (-1.4511, -1.0884, -3.0715)  -0.093
H (-0.2616, 2.2336, 1.7696)  0.066
H (-1.2140, 1.9348, 2.9087)  0.050
O (-1.2149, 1.9858, 1.9618)  -0.081

## Properties
F_max = 11.64 eV/A
HOMO level (alpha / beta) = -13.540 / -13.869 eV
2S+1 = 2
Energy relative to the best compared isomer or geometry (same formula, charge and spin) = 102.45 kcal per mole
<S²> = 0.760
Charge = +1
Total energy = -22471.637 eV